No. 1
102
Properties=species:S:1:pos:R:3:forces:R:3:mulliken_charge:R:1 method="wB97M-V/def2-TZVPD" multiplicity=1 homo_lumo_gap_ev=1.583
C 3.4011 -4.9235 -1.0744 -0.882 0.680 -0.898 -1.0313
C 1.8127 -4.4660 -0.8356 1.300 -1.122 0.174 0.1440
C 0.8789 -5.7095 -1.3588 1.002 -0.034 0.467 -0.6428
C -0.6165 -5.2821 -1.8793 0.295 -2.254 0.406 -0.6078
N -0.8966 -3.7953 -1.8720 -1.903 -0.251 0.768 0.4564
C -1.2171 -3.2566 -3.2555 -0.923 -0.077 -1.450 -0.6729
C 0.0924 -2.7924 -4.1303 0.713 -0.356 0.923 -0.4941
C 0.8731 -1.4671 -3.4741 0.917 -1.222 -0.122 0.1073
C 1.2789 -0.3482 -4.6013 -0.597 -0.738 0.401 -1.0636
C 1.5558 1.1698 -3.9682 0.850 0.068 -1.725 0.3346
C 3.1012 1.3276 -3.3693 -0.263 -0.468 -2.118 -0.7955
S 3.4549 0.2655 -1.8716 0.345 2.568 8.150 0.8945
O 4.5539 0.9547 -0.9728 -2.977 -2.328 -4.398 -0.6774
O 2.2472 0.0043 -0.9413 3.170 0.103 -4.342 -0.4070
C 1.5189 2.1867 -5.2958 0.609 -1.102 -0.865 -0.6460
C 0.0063 2.3783 -5.9191 1.482 1.174 -0.199 -0.7150
N -0.9054 2.7064 -4.7622 -0.294 -2.537 1.314 -0.1521
C -0.8545 1.6845 -3.6644 2.082 0.478 -0.137 -0.8114
N -1.8348 0.8128 -3.2705 -0.513 0.387 -1.292 0.2527
C -3.1756 0.8122 -3.9658 -0.946 -1.463 1.203 -0.6577
C -4.2756 1.4912 -2.9349 -1.405 -0.045 -0.206 -0.5123
O -3.9046 1.1892 -1.5146 1.066 3.612 -0.567 -0.2163
C -3.3582 2.3829 -0.8500 5.432 -2.011 4.116 0.0928
O -2.3039 2.2532 0.0005 -7.579 0.878 -6.015 -0.3204
N 0.4923 1.5601 -2.9202 -1.887 1.515 -3.341 0.3878
P 0.7823 3.2173 -2.2984 -0.227 0.367 2.713 0.1403
S 1.5055 3.2333 -0.4887 -0.038 -0.013 -0.940 -0.2228
C -2.0989 -3.5978 -0.9256 -2.256 -0.180 -0.642 -0.2577
S -3.6993 -4.0260 -1.4388 2.877 1.001 0.827 -0.1631
S -1.8877 -2.9349 0.8139 0.105 -0.051 -1.912 -0.0341
C -3.4718 -2.1899 1.4885 -2.105 0.412 1.090 -0.4427
C -3.0372 -1.2891 2.8211 0.403 -0.176 -0.504 -0.0320
C -3.8525 0.1272 2.9529 -0.065 0.408 0.920 -0.7106
H 3.7062 -5.8675 -0.4537 -0.539 1.905 -1.202 0.3141
H 3.4727 -5.1526 -2.2438 0.099 0.307 2.545 0.2685
H 4.0872 -3.9960 -0.8637 -1.136 -1.975 -0.178 0.2490
H 1.6561 -4.3562 0.3283 0.140 0.275 -2.479 0.2719
H 1.6857 -3.4646 -1.4330 -0.164 -2.010 1.408 -0.1376
H 1.5128 -6.2874 -2.1879 -1.622 1.309 1.522 0.2964
H 0.8137 -6.4783 -0.4480 -0.065 1.670 -2.027 0.2781
H -0.7532 -5.7872 -2.9500 0.058 1.437 2.136 0.2262
H -1.3903 -5.8278 -1.1605 1.596 1.216 -1.661 0.3809
H -2.0137 -2.3951 -3.1395 1.788 -1.537 -0.256 -0.0188
H -1.7594 -4.1019 -3.8991 0.996 1.746 1.370 0.3716
H 0.8487 -3.7156 -4.1061 -1.601 1.977 -0.106 0.1703
H -0.1703 -2.6228 -5.2599 0.192 -0.244 2.197 0.4197
H 1.9024 -1.9092 -3.0615 -2.314 1.101 -0.585 -0.0824
H 0.2805 -1.0551 -2.5530 1.238 -0.627 -1.865 0.2364
H 0.3909 -0.3374 -5.3948 1.868 0.366 1.703 0.2039
H 2.2293 -0.7662 -5.1912 -1.951 1.237 1.304 0.3142
H 3.8043 0.9231 -4.2454 -1.399 0.787 1.980 0.4351
H 3.4193 2.4382 -3.1839 -0.660 -2.253 0.218 0.3362
H 4.0174 -0.9477 -2.2981 -0.639 0.939 -0.284 0.1060
H 2.1458 1.6142 -6.1294 -1.240 1.262 1.707 0.3346
H 2.0915 3.1984 -5.1059 -1.500 -1.943 -0.302 0.3745
H -0.3109 1.4553 -6.5644 0.511 1.647 1.289 0.2359
H 0.0556 3.3584 -6.5988 -0.231 -2.269 1.329 0.4390
H -1.8597 2.9980 -5.0460 0.954 -0.489 0.317 0.4162
H -1.6741 0.1224 -2.4766 -0.141 1.569 -1.400 0.3049
H -3.1824 1.2651 -5.0446 0.238 -0.628 2.283 0.3317
H -3.5078 -0.3248 -4.0815 0.777 2.405 0.234 0.3503
H -5.3498 0.9956 -3.0883 2.463 1.069 0.204 0.3228
H -4.4058 2.6504 -3.0740 0.451 -2.175 0.184 0.3225
H -3.8768 3.4204 -1.0625 0.931 -2.188 0.252 0.2656
H 1.6203 4.0301 -3.1430 -0.796 -0.652 -0.165 0.0755
H -0.5375 3.8612 -2.2509 1.044 -0.783 -0.758 0.0720
H -4.2496 -3.0026 1.8836 1.860 1.529 -1.224 0.3129
H -4.0509 -1.4954 0.7422 1.448 -1.467 1.071 0.2461
H -1.8743 -1.0642 2.7091 -2.512 -0.368 0.512 0.0196
H -3.2342 -1.9730 3.7656 0.584 1.600 -1.894 0.2428
H -5.0164 -0.0039 3.1569 2.480 -0.007 -0.518 0.3207
H -3.7311 0.8589 2.0468 -0.025 -1.666 1.534 0.0290
H -3.4132 0.7023 3.8982 -0.859 -1.231 -2.015 0.2306
C 1.2488 3.6551 3.7497 0.247 0.181 -0.299 -1.6774
C 0.7515 2.2360 4.1024 0.733 0.262 -0.942 1.6785
C 1.9476 1.2482 4.1033 -0.019 -0.187 0.025 -1.1886
C 2.9255 1.4102 5.2620 0.381 -0.151 -0.075 -0.6766
C 2.2925 1.9823 6.5244 -0.030 0.310 0.057 -1.3200
C 0.7587 1.7843 6.6316 0.704 0.314 0.691 1.6383
N 0.1333 2.3739 5.4344 -2.781 -1.237 -0.020 0.6130
O -1.2501 2.2727 5.4351 2.246 0.214 0.086 -0.7235
C 0.3032 2.5840 7.8823 -0.279 -0.006 -0.106 -1.8162
C 0.4426 0.2911 6.8760 -0.242 -0.205 -0.100 -1.6207
C -0.1790 1.7715 2.9449 -0.329 0.155 0.483 -1.3375
H 0.4173 4.3659 3.7040 -0.019 -0.227 0.102 0.3676
H 1.7473 3.6722 2.7726 -0.043 -0.093 0.012 0.2180
H 1.9624 4.0357 4.4861 -0.069 -0.122 0.027 0.3871
H 1.5671 0.2193 4.1193 -0.191 0.207 -0.033 0.3311
H 2.5083 1.3287 3.1600 -0.338 0.128 0.104 0.5292
H 3.3736 0.4332 5.4819 -0.043 0.115 -0.087 0.3324
H 3.7565 2.0576 4.9583 -0.080 -0.077 0.063 0.3213
H 2.7994 1.5581 7.4010 -0.330 0.027 -0.027 0.5194
H 2.5170 3.0564 6.5563 -0.286 -0.073 0.056 0.3293
H 0.4635 3.6600 7.7424 -0.023 -0.215 -0.123 0.4105
H 0.8708 2.2811 8.7711 0.040 -0.098 -0.231 0.3836
H -0.7582 2.4281 8.1092 0.188 0.003 -0.260 0.3568
H 0.9411 -0.0628 7.7881 0.021 0.210 -0.122 0.3812
H 0.7740 -0.3569 6.0593 0.004 0.160 0.004 0.3024
H -0.6299 0.1192 7.0161 0.110 0.242 -0.150 0.3643
H 0.3642 1.7554 1.9908 0.169 0.050 0.332 0.0812
H -1.0329 2.4430 2.8044 0.138 -0.151 0.218 0.4299
H -0.5605 0.7583 3.1180 0.012 0.201 0.134 -0.0250


No. 2
110
Properties=species:S:1:pos:R:3:forces:R:3:mulliken_charge:R:1 method="wB97M-V/def2-TZVPD" multiplicity=1 total_charge=+2 homo_lumo_gap_ev=0.925
C 1.3966 -1.7557 0.2570 0.101 0.101 0.458 0.1971
O 0.9948 -1.8165 -1.0853 0.357 -0.195 -0.078 -0.4105
C 1.3535 -0.6853 -1.8606 -0.083 0.811 -0.242 -0.6544
C 1.0326 0.6590 -1.2104 -0.800 -0.281 -0.441 -0.7968
C -0.4954 0.7985 -1.0418 0.206 0.532 0.492 -0.6915
C -0.8777 1.8987 -0.0203 0.282 0.189 -0.848 -0.4328
C -1.8669 2.9069 -0.6239 -0.463 -1.226 1.033 -1.4991
C -3.2048 2.2225 -1.1125 0.927 0.835 0.646 -0.7115
C -4.0443 1.9192 0.1435 -1.068 -2.374 -0.433 -0.3320
C -4.9349 0.5976 0.0269 1.183 -4.049 0.226 -1.1510
C -4.6297 -0.8332 0.4645 -0.232 2.076 -6.603 -0.0676
N -5.8059 -1.5403 0.1367 0.223 0.189 -1.015 0.2435
O -6.0857 -2.8769 0.3339 0.637 0.506 0.524 -0.3106
C -6.7556 -0.7539 -0.4301 2.309 0.666 1.054 -0.2745
N -6.2189 0.4681 -0.4915 0.213 1.042 -0.273 0.2593
C -6.9633 1.6117 -1.0475 0.081 0.376 0.580 -0.8812
H 2.4204 -1.3456 0.4097 -0.716 0.116 -0.278 -0.5907
H 1.3758 -2.7608 0.6804 -0.067 -0.134 -0.212 0.3608
H 0.6819 -1.1657 0.8428 0.173 0.208 0.095 0.2227
H 0.7464 -0.7428 -2.7659 0.005 -0.223 -0.039 0.4928
H 2.3959 -0.6839 -2.1968 0.143 -0.335 0.359 0.2529
H 1.3296 1.4302 -1.9232 0.254 0.057 0.078 0.4549
H 1.5809 0.8549 -0.2945 0.081 -0.193 0.126 0.2365
H -0.9712 -0.1490 -0.7829 0.106 -0.129 -0.021 0.3447
H -0.8904 1.1021 -2.0120 -0.062 -0.204 -0.113 0.5336
H -1.2684 1.5042 0.9187 0.034 -0.148 0.018 0.3041
H 0.0337 2.4448 0.2248 -0.048 0.101 0.213 0.3960
H -1.3970 3.5183 -1.3942 0.055 -0.056 -0.236 0.4134
H -2.1365 3.6074 0.2229 0.949 -1.161 -0.324 0.4007
H -3.0027 1.3594 -1.7350 0.066 -0.086 0.004 0.5535
H -3.7159 2.9792 -1.7232 -0.348 -0.367 -0.219 0.4861
H -4.7388 2.7531 0.2927 0.136 0.079 0.446 0.4488
H -3.3484 1.8087 1.0084 -0.817 -0.015 -0.400 0.4182
H -3.6680 -1.2454 0.9607 -1.810 0.096 -3.048 0.5840
H -6.3061 -3.2498 -0.5385 0.357 -0.064 0.010 0.3696
H -7.7408 -1.0350 -0.7576 -0.053 -0.187 0.108 0.4920
H -7.6658 1.2796 -1.8013 0.006 -0.065 -0.066 0.3586
H -6.2604 2.3323 -1.4529 0.033 -0.094 -0.242 0.2982
H -7.4807 2.0970 -0.2226 -0.216 0.015 -0.089 0.3595
C 3.9632 -3.8341 -1.9925 0.250 0.075 0.078 -1.0499
C 4.4075 -5.2219 -1.5486 -0.444 0.066 -0.334 -0.2787
N 5.5491 -5.2535 -0.6215 -1.341 0.916 0.548 0.2720
C 6.1423 -6.6031 -0.4870 1.770 -0.306 -0.621 -0.6577
C 5.2702 -7.6838 0.1472 -0.313 0.277 0.214 -0.9510
C 5.4699 -4.5498 0.5654 -1.066 -5.647 1.723 -0.3686
C 4.2862 -4.9445 1.5009 -0.005 -1.076 0.076 -1.1939
H 4.7995 -3.2694 -2.4081 0.009 -0.006 -0.007 0.3632
H 3.2052 -3.9314 -2.7671 0.022 -0.102 -0.018 0.4766
H 3.5216 -3.2574 -1.1901 -0.154 0.032 -0.068 -0.0301
H 4.7034 -5.7647 -2.4458 0.212 -0.181 0.168 0.4951
H 3.5455 -5.7543 -1.1331 0.100 -0.049 0.074 0.3055
H 7.0837 -6.5302 0.0646 -0.065 0.155 0.071 0.4049
H 6.4309 -6.9307 -1.4861 -0.087 0.205 -0.086 0.4302
H 5.1774 -7.5568 1.2217 -0.025 -0.068 0.002 0.2599
H 5.7406 -8.6520 -0.0189 0.126 0.077 -0.119 0.3976
H 4.2732 -7.7243 -0.2891 0.012 -0.015 -0.020 0.3065
H 5.4101 -3.3113 0.2875 -0.966 2.109 0.429 0.2143
H 6.3965 -4.6418 1.1388 0.218 0.518 -0.243 0.4934
H 3.3499 -5.0278 0.9554 0.010 0.017 -0.055 0.3152
H 4.1520 -4.2108 2.2629 0.064 -0.252 0.584 0.6136
H 4.4438 -5.8827 2.0366 0.462 -0.189 -0.548 0.2799
F -8.7904 -2.7250 5.5156 0.193 0.133 -0.121 -0.3069
Al -7.9795 -2.7892 4.0592 -0.513 -0.296 0.419 0.4512
F -8.8558 -1.9921 2.8369 0.642 0.131 -0.097 -0.3788
F -7.6926 -4.3957 3.6084 0.229 0.338 -0.164 -0.3363
F -6.4446 -1.9770 4.2210 -0.109 -0.014 -0.425 -0.3736
Cs -4.7735 -0.5189 2.7056 -1.353 1.183 9.437 1.1766
C -4.2710 -6.9760 -3.0349 0.179 0.280 -0.062 -1.1224
C -4.5092 -6.1047 -1.8304 0.005 -0.083 0.011 0.8474
O -4.0574 -4.9786 -1.7656 -0.173 0.165 0.074 -0.5604
C -5.3312 -6.6915 -0.7098 0.069 0.365 0.028 -1.0366
H -3.6690 -6.4343 -3.7605 0.002 0.012 -0.001 0.2936
H -3.7389 -7.8815 -2.7411 -0.169 -0.108 -0.010 0.3441
H -5.2227 -7.2433 -3.4958 0.008 -0.181 0.078 0.3338
H -4.8444 -7.5845 -0.3174 -0.133 -0.113 -0.073 0.3611
H -6.3281 -6.9479 -1.0714 0.049 -0.206 0.004 0.3390
H -5.4256 -5.9640 0.0947 0.014 -0.027 0.032 0.2110
C 5.3455 0.6892 2.3790 -0.093 -0.284 -0.183 -1.0939
C 4.4110 1.2359 1.3301 -0.044 0.191 -0.106 0.9123
O 3.9263 0.5208 0.4692 0.043 -0.147 0.266 -0.5192
C 4.1026 2.7034 1.3924 -0.097 -0.400 -0.311 -1.0591
H 5.4877 -0.3769 2.2246 0.040 -0.010 0.011 0.1162
H 6.3134 1.1856 2.3082 -0.040 0.116 0.152 0.3815
H 4.9232 0.8485 3.3719 0.123 0.165 0.031 0.3360
H 5.0218 3.2807 1.2928 -0.028 0.098 0.197 0.3871
H 3.6193 2.9431 2.3398 0.160 0.148 0.053 0.3470
H 3.4342 2.9772 0.5834 -0.007 0.061 0.004 0.1534
Cl 4.3014 -2.5565 0.9923 1.627 3.181 -1.946 -0.1202
C 3.4236 8.9262 0.3663 0.644 -0.188 -0.581 -0.9888
C 3.0858 8.1149 1.6077 -0.439 0.335 0.871 -0.2120
O 1.8939 7.3634 1.5134 -0.257 0.367 -0.914 -0.3685
C 1.9015 6.0991 0.8463 0.368 0.131 1.466 0.2978
O 2.8353 5.2951 1.2289 -0.093 -0.321 -0.597 -0.5819
C 1.9009 6.2473 -0.7158 -0.407 0.613 -0.733 0.6539
F 1.1317 7.2830 -1.1145 0.042 -0.155 0.088 -0.2906
F 1.3640 5.1447 -1.2829 0.007 -0.166 0.273 -0.1792
F 3.1010 6.4158 -1.2596 0.064 -0.154 0.146 -0.2595
H 2.5088 9.3642 -0.0682 -0.220 0.047 0.215 0.1770
H 4.1203 9.7263 0.6167 -0.018 -0.034 0.169 0.4184
H 3.9023 8.3224 -0.4029 -0.047 0.099 -0.139 0.3417
H 2.9005 8.8168 2.4215 -0.099 -0.076 0.021 0.3405
H 3.9372 7.5028 1.9209 -0.004 -0.121 -0.228 0.2611
H 0.8448 5.7695 1.0503 0.197 -0.123 -0.096 0.1364
Be -10.3142 -4.8254 3.0303 -0.070 -0.089 -0.053 -0.0126
C 1.1178 11.6615 -0.8773 -1.642 0.422 -0.867 -0.4691
O 1.5019 10.9995 0.1911 0.403 -0.138 0.143 -0.2696
H 0.0931 11.4597 -1.2377 0.092 -0.508 0.204 0.2759
H 1.1586 12.7728 -0.7856 0.794 -0.068 0.273 0.3240
H 1.7387 11.4939 -1.7962 0.457 0.033 0.296 0.2915
Mg -3.2895 4.8221 -0.4429 -1.322 2.430 -0.354 0.2552


no.,calculated total energy (eV),LUMO level (eV)
1,-101311.1716,-2.088
2,-94339.7004,-8.543